155
Properties=species:S:1:pos:R:3 method="wB97M-V/def2-TZVPD" spin_multiplicity=1 energy_ev=-130039.807 e_lumo_ev=-7.87 orbital_gap_ev=1.0 charge=+1 max_force_ev_per_a=3.22 e_homo_ev=-8.868
C -8.00546 4.68452 -0.46102
C -6.90765 4.92502 -1.43540
O -6.96710 4.52525 -2.60092
O -5.79961 5.60324 -1.03908
C -5.11824 5.14835 0.09418
O -4.86865 5.87373 1.02167
C -4.64223 3.73768 -0.06705
N -4.07356 3.16392 1.18376
C -3.47085 1.83910 0.77167
C -4.38841 0.71100 1.19860
C -5.61009 0.50460 0.31751
C -5.30934 -0.16062 -1.01977
C -6.63849 -0.53904 -1.67817
I -6.56138 -0.43979 -3.80147
C -4.90599 1.26730 2.58664
C -3.80543 0.78377 3.58913
C -4.04995 -0.63529 4.24703
C -4.13916 -0.56263 5.85453
O -5.18585 -1.31037 3.68299
C -5.04811 2.78395 2.30533
O -6.32565 3.17397 1.92060
C -4.67401 3.70470 3.48901
C -5.72534 3.89800 4.61535
N -6.55993 2.71731 4.83683
N -5.02179 4.16020 5.86996
N -6.51018 5.08855 4.37880
H -7.96210 3.63675 -0.19360
H -7.85231 5.27021 0.43347
H -8.93548 4.92181 -0.95082
H -5.37932 3.05271 -0.45355
H -3.84431 3.76606 -0.79896
H -3.30530 3.69255 1.58021
H -2.49652 1.75308 1.22986
H -3.31886 1.69803 -0.29200
H -3.77690 -0.17971 1.23783
H -6.16003 1.41857 0.11767
H -6.29207 -0.14853 0.85117
H -4.75951 -1.08397 -0.88104
H -4.79619 0.50580 -1.70254
H -6.99067 -1.49974 -1.33890
H -7.39992 0.17177 -1.38499
H -5.93007 0.91068 2.69744
H -2.86637 0.66265 3.07253
H -3.61057 1.45026 4.41644
H -3.18170 -1.24443 4.05381
H -3.40246 -1.23554 6.25755
H -5.14838 -0.81785 6.23389
H -3.89834 0.42374 6.23128
H -5.02394 -2.25428 3.68675
H -6.96446 2.58111 2.32809
H -3.71412 3.43668 3.91272
H -4.53678 4.69741 3.07153
H -7.53457 2.90708 4.69688
H -6.44806 2.33291 5.78094
H -4.47518 3.35243 6.12651
H -4.39541 4.94807 5.76847
H -7.25724 4.90761 3.72519
H -6.91559 5.34214 5.26827
C -0.71841 -3.79865 2.55865
O -1.68922 -4.43126 1.75743
C -2.99236 -3.94890 1.94033
C -3.85528 -4.24427 0.73058
O -3.66057 -3.32160 -0.32717
C -2.42048 -3.43263 -1.02306
C -2.33825 -4.63720 -1.92210
O -2.05316 -5.78583 -1.14884
C -2.36081 -6.97519 -1.87097
H -0.91807 -3.94729 3.62812
H 0.24414 -4.23675 2.31139
H -0.67315 -2.72427 2.32961
H -2.99538 -2.85273 2.08877
H -3.41696 -4.44289 2.83185
H -4.90188 -4.11885 1.02390
H -3.72433 -5.27620 0.40092
H -1.57820 -3.40411 -0.32966
H -2.35918 -2.53730 -1.64728
H -1.52959 -4.48540 -2.64921
H -3.28025 -4.76276 -2.46939
H -3.42490 -7.00730 -2.12937
H -2.13196 -7.82791 -1.23646
H -1.76165 -7.02508 -2.77981
Cl -8.50713 1.22813 6.04704
N 2.56602 -2.10926 2.31702
C 1.86428 -1.00945 2.58251
C 2.29085 -0.00901 3.44255
C 3.51713 -0.15668 4.06591
C 4.25947 -1.29086 3.80828
C 3.74272 -2.23180 2.92926
H 0.91000 -0.93518 2.07006
H 1.67797 0.86557 3.61681
H 3.88856 0.60152 4.74236
H 5.22132 -1.44601 4.27653
H 4.29433 -3.13485 2.69407
Na -6.30395 0.07592 4.78357
F -0.85236 -6.53334 -5.01435
Al -1.18371 -7.88182 -6.00737
F -2.05361 -9.01065 -5.09976
F 0.27230 -8.56164 -6.52370
F -2.09520 -7.38543 -7.33631
Be -6.59439 4.29272 -4.38920
C 4.28321 -1.11681 -4.56566
C 5.38134 -0.20378 -4.07577
O 4.96014 0.49315 -2.88620
C 4.97797 -0.20981 -1.76060
O 5.40249 -1.32500 -1.61320
O 4.37684 0.52055 -0.81835
C 4.23593 -0.12803 0.45283
H 3.36151 -0.55123 -4.71008
H 4.55763 -1.58071 -5.50874
H 4.06789 -1.90729 -3.84642
H 5.57292 0.55520 -4.81361
H 6.31542 -0.73191 -3.89725
H 5.19702 -0.45842 0.83951
H 3.55418 -0.96771 0.36682
H 3.81600 0.59487 1.14560
C 6.49867 5.25677 -4.64074
C 7.50456 4.12096 -4.72016
C 8.44753 4.17795 -5.90122
O 8.74783 2.79146 -6.11727
C 7.70140 2.07032 -5.66039
O 7.54401 0.91041 -5.85993
O 6.85794 2.84951 -4.94797
H 6.82240 6.11506 -5.22938
H 5.52080 4.93296 -4.99064
H 6.38314 5.59909 -3.61387
H 8.06235 4.03733 -3.78548
H 9.35730 4.73533 -5.69576
H 7.97325 4.57635 -6.80085
C 6.55486 2.98293 1.96826
O 6.52375 1.84418 2.81253
C 7.49468 0.87108 2.45004
C 8.72575 0.94753 3.32524
O 9.42334 2.16789 3.15476
C 9.14972 3.12476 4.16291
H 6.01748 3.78431 2.47362
H 7.57631 3.31358 1.77277
H 6.05495 2.76643 1.01674
H 7.76560 0.97063 1.39495
H 7.03083 -0.11206 2.58409
H 9.40894 0.14347 3.03637
H 8.45872 0.80076 4.37633
H 9.70547 2.88848 5.07614
H 8.08371 3.17980 4.39363
H 9.47982 4.09472 3.79579
C 4.59289 -5.63648 -6.61701
C 5.35029 -4.34663 -7.17884
C 6.78758 -4.37090 -6.48009
O 4.72478 -3.32246 -6.77516
H 4.50816 -5.62609 -5.53382
H 3.60173 -5.66540 -7.06217
H 5.17473 -6.50400 -6.92915
H 5.48957 -4.47014 -8.26259
H 6.71635 -4.35349 -5.39574
H 7.34767 -3.50620 -6.82414
H 7.28110 -5.28928 -6.79698


150
Properties=species:S:1:pos:R:3 method="wB97M-V/def2-TZVPD" spin_multiplicity=1 energy_ev=-94051.180 e_lumo_ev=0.11 orbital_gap_ev=9.0 max_force_ev_per_a=7.89 e_homo_ev=-8.908
C -14.07833 12.24354 -12.88292
O -14.87975 13.38098 -13.06903
C -15.39361 13.94418 -11.93495
O -15.23077 13.56098 -10.79442
O -16.24658 14.88684 -12.33944
C -17.09453 15.51518 -11.43623
H -13.50325 12.28615 -11.95796
H -13.43989 12.08463 -13.75197
H -14.69769 11.35263 -12.98671
H -17.20070 16.52739 -11.82643
H -16.61629 15.67717 -10.47024
H -18.09976 15.10101 -11.35834
C -20.52026 17.69316 -11.65633
O -21.29364 18.85851 -11.94110
C -22.41366 19.12269 -11.31023
O -23.01902 18.34831 -10.54161
O -22.90857 20.33662 -11.74287
C -23.82599 21.08138 -10.95551
H -20.60523 17.46349 -10.59419
H -19.49275 17.91023 -11.94820
H -20.98351 16.91093 -12.25769
H -23.55430 22.12730 -10.81288
H -24.09643 20.69199 -9.97401
H -24.68445 21.06574 -11.62700
C -11.40527 11.49788 -15.84079
O -10.69712 11.03263 -16.93127
C -11.21731 10.12218 -17.79504
O -12.21606 9.49150 -17.70240
O -10.37722 10.04849 -18.83243
C -10.64757 9.10323 -19.90573
H -11.89331 10.63784 -15.38226
H -12.16210 12.15697 -16.26611
H -10.93991 12.11317 -15.07076
H -10.68560 8.11837 -19.44020
H -9.75083 8.97087 -20.51106
H -11.53893 9.33288 -20.48955
C -14.71591 13.67695 -3.44545
O -14.72618 13.50541 -4.85372
C -13.69977 12.93623 -5.52049
O -12.71694 12.38504 -5.03803
O -13.90091 13.14526 -6.83045
C -12.98163 12.73362 -7.84942
H -14.09281 14.50629 -3.11072
H -14.45405 12.71783 -2.99868
H -15.71692 13.92976 -3.09592
H -12.47507 13.65546 -8.13528
H -13.43014 12.56721 -8.82884
H -12.29062 11.93785 -7.57132
C -12.47711 7.36168 -14.87188
O -13.03488 7.22931 -13.61241
C -13.45322 8.27034 -12.87595
O -13.01455 9.38919 -13.01352
O -14.44901 7.91930 -12.01906
C -15.06640 8.80414 -11.08127
H -12.73180 8.18772 -15.53587
H -12.51564 6.40306 -15.38926
H -11.39255 7.46259 -14.83107
H -14.48550 9.52573 -10.50685
H -15.69185 8.33228 -10.32347
H -15.86651 9.41116 -11.50489
C -19.98247 13.56906 -7.78715
C -20.64093 14.72368 -8.58339
O -20.56245 14.73740 -9.79917
C -21.58333 15.67473 -7.91801
H -18.93382 13.57577 -8.08444
H -20.30783 12.59069 -8.14076
H -19.97887 13.81663 -6.72564
H -22.50154 15.14122 -7.67232
H -21.87128 16.50057 -8.56852
H -20.99667 16.12456 -7.11701
C -14.67309 16.53756 -6.87240
C -16.15674 16.15787 -6.71267
O -16.86469 16.84656 -5.98958
C -16.71519 15.01873 -7.42961
H -14.47051 17.57411 -6.60287
H -14.33157 16.45574 -7.90427
H -13.97442 16.09207 -6.16423
H -15.98639 14.35282 -7.89168
H -17.53907 15.12777 -8.13490
H -17.15126 14.38107 -6.66062
C -18.32154 14.24704 -15.08537
C -19.70435 14.14334 -14.47171
O -20.02567 14.90445 -13.55303
C -20.50041 12.93340 -14.96831
H -17.73036 13.87063 -14.25055
H -18.16202 15.31973 -15.19490
H -18.21759 13.74896 -16.04934
H -19.90234 12.03078 -14.84301
H -20.70596 12.97172 -16.03806
H -21.43696 12.82550 -14.42119
C -15.79259 9.93648 -6.72485
C -16.62978 11.02917 -7.42332
O -17.50293 11.63896 -6.83902
C -16.45972 11.12170 -8.90762
H -16.35143 9.04595 -6.43720
H -15.24789 10.31264 -5.85888
H -14.96834 9.68672 -7.39293
H -17.12916 11.93326 -9.19278
H -16.64394 10.22852 -9.50461
H -15.46142 11.44086 -9.20700
C -10.60316 10.46980 -11.07291
C -9.85818 9.24166 -11.53617
O -10.04510 8.30854 -10.91908
C -8.83438 9.34208 -12.70061
H -10.48418 10.64980 -10.00449
H -11.67438 10.27018 -11.10016
H -10.33158 11.39142 -11.58767
H -9.34110 9.40678 -13.66350
H -8.23326 8.44049 -12.81854
H -8.02741 10.05441 -12.52889
C -18.61749 9.71763 -12.72983
C -18.81411 10.59180 -11.51900
O -19.19720 10.06655 -10.42105
C -18.64832 12.13203 -11.69835
H -18.93218 8.69673 -12.51338
H -17.61383 9.70155 -13.15469
H -19.34597 10.13791 -13.42321
H -18.10071 12.28467 -12.62836
H -18.20737 12.64265 -10.84225
H -19.55163 12.69487 -11.93363
C -12.88294 15.55830 -14.80821
C -12.86430 15.53215 -16.30376
O -13.58295 14.81169 -16.99352
C -11.94396 16.44319 -16.99261
H -13.83908 15.24588 -14.38833
H -12.67887 16.54306 -14.38789
H -12.15653 14.82119 -14.46600
H -11.14204 16.82468 -16.36055
H -12.48319 17.32932 -17.32745
H -11.47544 15.90635 -17.81746
C -16.00967 12.19037 -17.11587
C -16.27333 11.18414 -15.94624
O -17.24844 11.40755 -15.24672
C -15.24087 9.99259 -15.59560
H -15.87563 11.59340 -18.01795
H -15.23011 12.92589 -16.91741
H -16.94656 12.72410 -17.27546
H -15.70823 9.28314 -14.91270
H -14.28581 10.34262 -15.20388
H -15.15490 9.48467 -16.55619
C -14.66963 19.94879 -9.72881
C -15.36122 18.74635 -10.32914
O -15.82117 17.90741 -9.54167
C -15.34164 18.69412 -11.90061
H -15.42700 20.67194 -9.42625
H -13.89894 20.32315 -10.40259
H -14.16569 19.52291 -8.86118
H -15.10592 19.66791 -12.32984
H -16.32210 18.43938 -12.30297
H -14.56505 18.03285 -12.28497